(1)
{"formula": "C5H12O2", "method": "the ωB97M-V functional and the def2-TZVPD basis", "e_tot_ev": -9473.517, "relative_energy_ev": 1.619, "spin_multiplicity": 1, "smiles": "C1CCOC1.CO", "elements": ["C", "C", "C", "O", "C", "H", "H", "H", "H", "H", "H", "H", "H", "C", "O", "H", "H", "H", "H"], "positions_angstrom": [[0.9885, 0.4481, -0.4500], [-0.0651, -0.6650, -0.7101], [0.6453, -1.9237, -0.2000], [2.0268, -1.6766, -0.3737], [2.2240, -0.3419, 0.0432], [1.2063, 1.0212, -1.3572], [0.6927, 1.1888, 0.3061], [-0.2845, -0.7455, -1.7792], [-1.0044, -0.5199, -0.1740], [0.3900, -2.8342, -0.7467], [0.4168, -2.0806, 0.8685], [2.2816, -0.2916, 1.1456], [3.1723, 0.0096, -0.3757], [-2.3939, 1.5325, 0.4498], [-1.7322, 0.7397, 1.4143], [-3.3488, 1.0432, 0.2397], [-1.8362, 1.6078, -0.4960], [-2.5893, 2.5455, 0.8248], [-0.7900, 0.9426, 1.3707]], "mulliken_charge": [-0.437, -0.226, -0.628, -0.397, -0.523, 0.262, 0.238, 0.253, 0.260, 0.338, 0.279, 0.274, 0.316, -0.548, -0.521, 0.240, 0.261, 0.279, 0.281]}

(2)
{"formula": "C3H4ClF2NO", "method": "the ωB97M-V functional and the def2-TZVPD basis", "e_tot_ev": -24671.522, "relative_energy_ev": 0.000, "spin_multiplicity": 1, "smiles": "CC(F)(F)NC(=O)Cl", "elements": ["C", "C", "F", "F", "N", "C", "O", "Cl", "H", "H", "H", "H"], "positions_angstrom": [[0.6959, 0.2600, -0.6005], [-0.0315, -0.9781, -0.0770], [0.4594, -2.0257, -0.7234], [0.2087, -1.1368, 1.2168], [-1.5225, -0.9063, -0.3148], [-2.3536, 0.0206, 0.2186], [-2.0416, 0.9712, 0.8055], [-4.1248, -0.1563, -0.2939], [0.7548, 0.9958, 0.2169], [0.1786, 0.6850, -1.4078], [1.7400, 0.0286, -0.8146], [-1.8954, -1.8001, -0.6829]], "mulliken_charge": [-1.283, 0.930, -0.301, -0.297, -0.277, 0.532, -0.390, -0.231, 0.342, 0.350, 0.380, 0.245]}

(3)
{"formula": "C15H40AgN3O4", "method": "the ωB97M-V functional and the def2-TZVPD basis", "e_tot_ev": -32853.230, "relative_energy_ev": 7.970, "spin_multiplicity": 1, "elements": ["Ag", "C", "C", "C", "O", "H", "H", "H", "H", "H", "H", "H", "C", "C", "C", "O", "C", "N", "H", "H", "H", "H", "H", "H", "H", "H", "H", "H", "H", "C", "C", "C", "O", "C", "N", "H", "H", "H", "H", "H", "H", "H", "H", "H", "H", "H", "C", "C", "C", "O", "C", "N", "H", "H", "H", "H", "H", "H", "H", "H", "H", "H", "H"], "positions_angstrom": [[1.5018, 0.9486, 0.3862], [-0.9582, 5.6892, 1.4095], [0.3364, 5.7575, 0.5566], [0.5620, 7.3180, 0.2313], [1.4037, 5.0741, 1.2408], [-1.8306, 5.8816, 0.7849], [-1.2442, 6.4513, 2.1344], [-1.0454, 4.6991, 1.8570], [0.1385, 5.2720, -0.3991], [-0.3283, 7.6495, -0.3030], [1.4637, 7.4742, -0.3609], [0.5586, 8.0571, 1.0324], [0.8613, -2.1375, 6.0877], [1.6828, -2.5750, 4.8564], [1.2682, -4.0291, 4.3710], [1.9870, -4.3072, 3.1457], [1.8903, -5.6540, 2.7093], [1.4187, -1.5688, 3.9420], [-0.2050, -2.3058, 5.9369], [0.9575, -1.1153, 6.4538], [1.1745, -2.9127, 6.7870], [2.7403, -2.6087, 5.1183], [0.1856, -4.1551, 4.3888], [1.6584, -4.7324, 5.1066], [2.7583, -6.2491, 2.9934], [1.7742, -5.7426, 1.6291], [1.1520, -6.3104, 3.1698], [1.9988, -0.8244, 4.3017], [0.6173, -1.0609, 4.2885], [-3.2007, -2.9799, -1.6651], [-2.8587, -3.0036, -0.1562], [-3.5060, -4.2144, 0.5947], [-3.6175, -3.7454, 1.9689], [-4.1987, -4.7034, 2.8144], [-1.4154, -2.8496, -0.0092], [-3.0307, -3.9892, -2.0400], [-2.7068, -2.2691, -2.3276], [-4.2723, -2.8309, -1.7979], [-3.4499, -2.1430, 0.1567], [-2.8471, -5.0788, 0.5129], [-4.4992, -4.4807, 0.2332], [-5.2499, -4.7719, 2.5346], [-4.2309, -4.2521, 3.8061], [-3.6893, -5.6665, 2.8473], [-0.9259, -3.6404, -0.4030], [-1.3697, -3.1005, 0.9680], [1.7802, 0.8666, -5.7108], [1.8588, 2.3841, -5.2731], [0.7062, 3.2943, -5.4424], [0.9506, 4.7153, -5.3138], [2.0569, 5.3759, -6.0486], [2.3651, 2.3867, -3.8556], [2.5780, 0.2922, -5.2400], [1.8604, 0.7145, -6.7872], [0.8062, 0.5329, -5.3531], [2.6792, 2.8695, -5.8018], [-0.0553, 3.1464, -4.6766], [0.3328, 3.1167, -6.4509], [3.0084, 5.0572, -5.6231], [1.9424, 6.4377, -5.8304], [2.1049, 5.0511, -7.0880], [3.3511, 2.1776, -3.9217], [2.2645, 3.3173, -3.4764]], "mulliken_charge": [0.610, -1.208, 0.581, -1.273, -0.768, 0.376, 0.304, 0.282, 0.074, 0.345, 0.306, 0.356, -1.607, 0.496, -0.718, -0.350, -0.869, -0.684, 0.418, 0.447, 0.379, 0.286, 0.293, 0.388, 0.335, 0.273, 0.352, 0.280, 0.288, -1.458, 0.485, -0.750, -0.294, -0.797, -0.658, 0.313, 0.362, 0.390, 0.214, 0.320, 0.453, 0.340, 0.258, 0.291, 0.265, 0.268, -1.294, 0.556, -0.747, -0.343, -0.696, -0.690, 0.368, 0.342, 0.282, 0.221, 0.334, 0.336, 0.271, 0.251, 0.321, 0.230, 0.266]}

(4)
{"formula": "C32H53Cl6N5O2", "method": "the ωB97M-V functional and the def2-TZVPD basis", "e_tot_ev": -120715.298, "spin_multiplicity": 3, "elements": ["C", "Cl", "Cl", "Cl", "H", "C", "Cl", "Cl", "Cl", "H", "C", "C", "C", "C", "C", "C", "N", "O", "C", "C", "C", "H", "H", "H", "H", "H", "H", "H", "H", "H", "H", "H", "H", "H", "H", "H", "H", "H", "H", "C", "C", "C", "C", "C", "C", "N", "O", "C", "C", "C", "H", "H", "H", "H", "H", "H", "H", "H", "H", "H", "H", "H", "H", "H", "H", "H", "H", "H", "N", "C", "C", "C", "C", "H", "H", "H", "H", "H", "N", "C", "C", "C", "C", "H", "H", "H", "H", "H", "N", "C", "C", "C", "C", "H", "H", "H", "H", "H"], "positions_angstrom": [[-2.5181, -1.0668, -3.1468], [-1.3277, -0.0512, -3.9294], [-3.7227, -0.1685, -2.2178], [-1.8031, -2.3334, -2.1909], [-3.0582, -1.4704, -4.0032], [-2.4710, -0.8635, -9.5859], [-3.8997, -1.8412, -9.0879], [-2.3178, -0.2801, -11.3556], [-1.0231, -1.8848, -9.2406], [-2.3512, -0.0194, -8.9067], [5.0819, 2.2262, 2.5582], [4.7349, 3.3014, 1.4606], [5.9470, 4.2669, 1.4628], [6.0028, 5.1878, 0.2786], [6.0187, 4.3664, -1.0238], [4.7947, 3.5052, -1.2132], [4.6815, 2.6661, 0.1041], [3.7253, 1.5302, 0.0124], [3.5646, 4.3472, -1.5398], [5.1137, 2.6457, -2.4174], [3.4768, 4.0625, 1.7559], [5.8678, 1.5920, 2.1479], [4.2614, 1.5618, 2.8293], [5.4724, 2.6929, 3.4626], [5.8883, 4.8515, 2.3810], [6.8438, 3.6475, 1.4491], [6.9825, 5.6391, 0.4355], [5.2636, 5.9887, 0.2685], [6.8753, 3.7013, -0.9144], [6.1383, 4.9909, -1.9092], [3.2812, 5.1739, -0.8885], [3.6715, 4.6895, -2.5691], [2.6998, 3.7093, -1.7227], [4.2983, 1.9995, -2.7423], [5.3473, 3.2163, -3.3162], [5.9445, 2.0014, -2.1299], [3.3365, 4.1683, 2.8317], [2.6220, 3.4118, 1.5712], [3.2127, 5.0610, 1.4074], [-0.7927, -1.6896, 7.1385], [-2.0717, -0.8401, 6.7283], [-1.8443, -0.2221, 5.3080], [-2.0300, -1.2440, 4.1047], [-3.4149, -1.8344, 4.2050], [-3.7174, -2.5052, 5.5618], [-3.4076, -1.6192, 6.7243], [-3.6331, -2.2515, 8.0573], [-5.2395, -2.8200, 5.5148], [-2.8787, -3.7864, 5.5020], [-2.1827, 0.4030, 7.6809], [-0.0673, -0.9334, 7.4386], [-0.3505, -2.2483, 6.3135], [-1.0803, -2.4315, 7.8835], [-2.5898, 0.5688, 5.2257], [-0.8254, 0.1427, 5.1783], [-1.3387, -2.0781, 4.2248], [-1.8618, -0.8099, 3.1191], [-3.5832, -2.5362, 3.3881], [-4.1017, -1.0018, 4.0526], [-5.4377, -3.4057, 4.6172], [-5.4974, -3.4388, 6.3742], [-5.9130, -1.9632, 5.4955], [-1.8070, -3.6343, 5.6301], [-3.1173, -4.4801, 6.3083], [-3.0409, -4.3423, 4.5786], [-2.2629, 0.1389, 8.7354], [-3.1206, 0.9064, 7.4461], [-1.4930, 1.2387, 7.5629], [5.3012, -5.6650, -2.7807], [4.4263, -5.0853, -1.8696], [4.4804, -5.7251, -0.6316], [5.3926, -6.7417, -0.7599], [5.8394, -6.7906, -2.0851], [5.4489, -5.3144, -3.7163], [3.8048, -4.2541, -2.1682], [3.8667, -5.5464, 0.2389], [5.6366, -7.3819, 0.0750], [6.6381, -7.3286, -2.5740], [-6.5407, -6.1609, -2.3151], [-7.1182, -5.1110, -2.9350], [-7.4031, -5.4288, -4.2525], [-7.1733, -6.8056, -4.4105], [-6.5944, -7.2085, -3.2091], [-6.1306, -6.1114, -1.3934], [-7.1659, -4.1383, -2.4681], [-7.7929, -4.8473, -5.0749], [-7.2832, -7.3588, -5.3316], [-6.2126, -8.1808, -2.9345], [-2.0293, 8.5129, -5.8960], [-2.1312, 7.6494, -4.8406], [-2.0978, 6.3969, -5.3788], [-1.7379, 6.4573, -6.7238], [-1.7073, 7.7805, -7.0051], [-2.0535, 9.5226, -5.8914], [-2.2167, 7.9645, -3.8111], [-2.3475, 5.4491, -4.9253], [-1.5567, 5.6780, -7.4492], [-1.4977, 8.2679, -7.9458]], "lowdin_spin": [0.000, 0.000, 0.000, 0.000, 0.000, 0.000, 0.000, 0.000, 0.000, 0.000, 0.001, 0.020, 0.001, 0.000, 0.001, 0.015, 0.335, 0.599, 0.010, 0.000, 0.013, 0.000, -0.001, 0.000, 0.000, 0.001, 0.000, 0.000, 0.001, 0.000, 0.000, 0.001, 0.001, -0.001, 0.000, 0.000, 0.002, 0.002, 0.000, 0.012, 0.017, 0.000, 0.000, -0.001, 0.020, 0.306, 0.625, 0.002, 0.012, 0.002, 0.001, 0.000, 0.003, 0.001, 0.000, 0.000, 0.000, 0.000, 0.000, 0.000, -0.001, 0.000, 0.000, 0.002, 0.001, 0.000, 0.000, 0.000, 0.000, 0.000, 0.000, 0.000, 0.000, 0.000, 0.000, 0.000, 0.000, 0.000, 0.000, 0.000, 0.000, 0.000, 0.000, 0.000, 0.000, 0.000, 0.000, 0.000, 0.000, 0.000, 0.000, 0.000, 0.000, 0.000, 0.000, 0.000, 0.000, 0.000]}

(5)
{"formula": "C4H6ClNS", "method": "the ωB97M-V functional and the def2-TZVPD basis", "e_tot_ev": -29090.104, "relative_energy_ev": 2.639, "spin_multiplicity": 1, "smiles": "S=CN1C[C@H]1CCl", "elements": ["S", "C", "N", "C", "C", "C", "Cl", "H", "H", "H", "H", "H", "H"], "positions_angstrom": [[3.1879, -0.1590, -0.5737], [1.8371, -0.4497, 0.3128], [0.9047, 0.5716, 0.6095], [0.0886, 1.2126, -0.3788], [-0.5191, 0.1994, 0.5839], [-1.2380, -0.9622, -0.1062], [-2.8814, -0.0421, -0.4538], [1.6434, -1.3781, 0.9745], [0.3496, 1.0532, -1.4312], [-0.1731, 2.2167, -0.2775], [-1.0895, 0.9456, 1.1602], [-1.4627, -1.8300, 0.4396], [-0.6477, -1.3780, -0.8592]], "mulliken_charge": [-0.255, -0.151, -0.105, -0.365, -0.316, -0.572, -0.219, 0.282, 0.249, 0.243, 0.397, 0.393, 0.420]}